85
Properties=species:S:1:pos:R:3 method="wB97M-V/def2-TZVPD" charge=-1 largest_force_ev_per_a=11.503 multiplicity=1 homo_lumo_gap_ev=5.73 relative_energy_kcal_mol=28.6
C 52.02400 15.76700 5.44400
O 53.09300 16.41600 5.27600
O 50.98000 16.27200 6.11600
O 52.00200 14.52500 5.13100
H 51.09400 17.00000 6.84500
C 47.79200 18.33900 7.58300
C 49.28400 18.72900 7.72100
C 49.81200 20.11400 7.15600
C 48.85200 20.78000 6.12300
C 47.39700 20.27200 5.98000
C 46.93500 19.17000 6.80800
N 49.15000 22.04800 5.57600
O 48.42200 22.52300 4.54600
O 50.21600 22.61400 5.91900
H 47.18400 17.60900 8.18100
H 49.99100 18.14300 8.30500
H 50.68800 20.64200 7.46200
H 46.71100 20.85200 5.53700
H 45.91100 19.05900 6.78300
C 49.06900 13.37900 1.94600
C 49.31700 14.40700 2.83300
C 48.23200 15.47700 3.14100
C 46.96800 15.42600 2.07700
C 46.75400 14.21600 1.21700
C 47.91200 13.21900 1.14300
N 45.91600 16.43000 2.27200
O 44.98900 16.51400 1.42000
O 46.11500 17.26300 3.16300
H 49.96400 12.79300 2.10800
H 49.98700 14.39400 3.50500
H 48.44600 16.18400 3.91200
H 45.90900 14.04000 0.76800
H 48.13600 12.52000 0.29100
C 55.42600 16.61200 2.44300
C 54.20200 15.65300 1.95800
C 53.88900 15.55800 0.38000
C 54.66400 16.48900 -0.55600
C 55.82000 17.31800 0.09100
C 56.18600 17.21800 1.59900
N 54.42400 16.53800 -2.00900
O 53.92000 15.52900 -2.48800
O 54.86200 17.57100 -2.62900
H 55.48300 16.54300 3.39500
H 53.54600 15.09300 2.66300
H 53.20100 14.85200 0.03400
H 56.44400 17.86600 -0.44000
H 56.94800 17.84600 2.06600
C 49.44100 19.16700 3.03900
C 49.72300 20.47100 2.43100
C 51.05400 20.89200 1.84400
C 52.26900 19.91500 2.24400
C 51.95000 18.54400 2.93000
C 50.57900 18.34300 3.41600
N 53.61800 20.25500 1.91300
O 53.94000 21.07200 0.95900
O 54.57800 19.89100 2.65100
H 48.44400 18.82900 3.14800
H 48.78200 21.18400 1.89800
H 51.29300 21.64000 1.22100
H 52.72400 17.93000 3.32300
H 50.22700 17.37100 3.91300
C 53.02000 13.58400 8.55000
O 54.10300 12.90000 8.86700
N 52.15500 13.79300 9.55600
C 50.98100 14.68600 9.47900
C 52.55400 13.67100 10.95100
H 53.03900 13.75000 7.52100
H 51.01500 15.64400 9.97700
H 50.14500 14.16000 9.80300
H 50.88000 14.88800 8.49800
H 53.26700 12.87800 10.98000
H 51.64900 13.60400 11.66400
H 52.94300 14.49000 11.38900
C 48.38000 13.55800 6.43700
O 47.31400 14.02100 5.97300
N 48.54100 12.53300 7.27400
C 49.92200 11.99000 7.49600
C 47.38100 11.80700 7.90600
H 49.18200 14.08100 6.14400
H 49.89000 10.90600 7.46600
H 50.14500 12.28500 8.44600
H 50.58100 12.39400 6.81200
H 47.69100 11.03900 8.48900
H 46.67400 11.38000 7.14300
H 46.78600 12.60000 8.57400